73
Properties=species:S:1:pos:R:3 method="wB97M-V/def2-TZVPD" homo_lumo_gap_ev="6.6 / 7.0" total_charge=+4 multiplicity=3 relative_energy_kcal_mol=8.1
W -0.039 -0.315 0.184
N 0.984 -2.080 -0.882
N 4.868 -0.934 -3.268
N 1.597 -0.238 1.560
N -0.338 -1.927 1.362
N 0.556 0.542 -2.010
N -1.545 0.428 1.588
N -1.998 -0.382 -0.926
C -0.845 -3.875 2.381
C -4.533 -0.155 -2.102
C -5.125 1.351 1.242
C 3.331 -1.361 -1.300
C 1.592 -1.402 -3.174
C -3.577 1.453 3.200
C -2.265 -0.894 -2.133
C 1.691 -1.273 2.372
C 1.327 2.111 1.797
C -0.749 3.975 1.521
C -3.840 1.161 1.847
C 2.093 -2.061 -1.899
C -2.331 1.188 3.715
C 3.989 -0.306 -2.186
C -1.269 -2.916 1.476
C -5.354 0.971 -0.035
C -1.339 0.681 2.878
C 1.062 2.990 2.823
C 1.567 0.109 -3.056
C -4.317 0.356 -0.810
C 2.342 0.999 1.865
C -0.471 3.115 0.474
C -3.505 -0.802 -2.753
C 2.974 0.679 -2.782
C 0.391 -3.455 2.886
C 0.553 2.170 0.624
C 0.707 -2.256 2.244
C -3.036 0.207 -0.256
C -2.795 0.625 1.085
C 0.027 3.920 2.677
H -1.458 -1.413 -2.638
H 4.356 -1.483 -3.963
H 1.211 0.536 -3.994
H 3.367 1.100 -3.710
H 5.383 -0.209 -3.781
H 1.005 1.717 -0.255
H -4.362 1.858 3.826
H 2.326 -3.106 -2.114
H -5.508 -0.061 -2.565
H -5.917 1.786 1.838
H 1.646 2.976 3.735
H 2.445 -1.305 3.154
H 4.065 -2.093 -0.958
H -2.103 1.365 4.756
H 2.908 1.534 -2.104
H 2.229 -1.678 -4.018
H -1.388 -4.763 2.659
H -2.185 -2.891 0.903
H 4.711 0.246 -1.586
H 5.574 -1.553 -2.853
H -1.021 3.196 -0.457
H 3.022 -0.820 -0.401
H -0.354 0.470 3.268
H 0.625 1.561 -2.006
H 1.301 -2.663 -0.102
H 2.802 0.937 2.851
H 3.145 1.157 1.138
H 0.229 -2.641 -1.285
H 0.985 -3.952 3.638
H -0.169 4.619 3.481
H -6.330 1.097 -0.484
H -3.647 -1.241 -3.730
H -1.529 4.719 1.432
H 0.613 -1.802 -3.451
H -0.354 0.402 -2.451

84
Properties=species:S:1:pos:R:3 method="wB97M-V/def2-TZVPD" homo_lumo_gap_ev="7.4 / 7.3" total_charge=+1 multiplicity=2 relative_energy_kcal_mol=15.0
Br -1.499 -0.773 6.206
Br -2.583 6.160 2.390
Cr 0.585 0.784 0.126
S -2.795 -2.196 0.246
S 2.247 -6.299 -0.126
O -2.594 1.383 -5.448
O 2.013 0.847 1.174
O -0.363 1.359 -5.578
O 1.581 1.383 -3.761
O 1.609 1.426 -1.510
N -2.583 1.268 -2.698
N -0.150 2.547 0.866
N -4.022 -4.384 1.144
N -0.957 1.055 -1.278
N -4.637 -3.712 -0.970
N -0.496 0.106 1.777
N 0.986 -1.181 -0.634
N 1.104 -5.875 -2.457
C -1.590 3.517 2.493
C -1.504 1.348 -4.929
C -4.394 -3.000 -2.212
C 1.054 1.311 -2.653
C 3.503 2.680 0.596
C -5.960 -4.335 -0.907
C -0.443 -1.138 2.249
C -4.201 -5.818 0.911
C -3.878 -3.499 0.128
C -1.428 1.269 -3.445
C -3.255 1.284 -0.286
C 1.415 -3.895 -1.145
C 2.070 -1.823 -0.153
C -0.864 2.453 1.993
C -1.200 0.876 3.925
C 4.259 0.714 1.969
C -0.749 -1.449 3.564
C -0.422 1.150 -2.547
C -3.508 -4.084 2.470
C 3.111 1.641 1.628
C -1.570 4.711 1.789
C 1.581 -5.378 -1.306
C -1.127 -0.426 4.407
C 0.337 -3.222 -1.695
C -2.272 1.169 -1.395
C -0.120 3.706 0.205
C 0.155 -1.880 -1.411
C 2.307 -3.160 -0.375
C -0.879 1.093 2.604
C -0.819 4.820 0.631
H -3.347 -6.347 1.340
H 0.430 1.355 -4.956
H -2.457 -4.377 2.561
H -6.268 -4.475 0.123
H 2.680 3.370 0.404
H 1.199 -6.865 -2.620
H 3.766 2.201 -0.346
H 0.496 3.726 -0.686
H -5.988 -5.291 -1.430
H 4.568 0.155 1.083
H 5.116 1.292 2.318
H -0.410 -3.726 -2.293
H -3.497 1.381 -3.115
H -0.666 -2.467 3.916
H 3.172 -3.639 0.061
H -1.456 1.696 4.580
H -0.705 -1.359 -1.807
H -2.180 3.415 3.392
H -3.401 2.340 -0.039
H 4.355 3.257 0.957
H -5.109 -6.193 1.387
H -6.675 -3.666 -1.389
H -4.606 -3.668 -3.047
H -0.114 -1.909 1.569
H -2.896 0.754 0.591
H -4.216 0.858 -0.566
H -5.047 -2.126 -2.292
H 2.794 2.150 2.544
H -3.597 -3.022 2.677
H -4.232 -6.039 -0.149
H -4.095 -4.647 3.195
H 3.977 0.010 2.752
H -3.360 -2.672 -2.259
H -0.786 5.740 0.065
H 0.858 -5.284 -3.233
H 2.739 -1.224 0.446

75
Properties=species:S:1:pos:R:3 method="wB97M-V/def2-TZVPD" homo_lumo_gap_ev=6.3 total_charge=+3 multiplicity=1 relative_energy_kcal_mol=16.3
Zr 0.373 -0.261 -0.781
Cl 2.383 -0.444 -5.067
Cl -0.405 -1.118 -5.583
Cl 0.374 1.658 -5.315
O 0.190 -1.157 -2.713
O -0.452 1.723 -0.496
O 0.901 0.866 -2.522
N -1.760 -0.903 -0.512
N 0.319 -2.502 -0.321
C -2.907 -0.547 2.047
C -3.353 -2.756 -0.799
C 1.511 -3.730 1.423
C -4.490 1.095 0.972
C 2.480 -3.597 -0.831
C 1.470 -3.304 0.090
C -1.200 2.506 0.505
C 0.684 0.012 -4.809
C 3.653 -4.744 0.946
C 3.570 -4.330 -0.374
C -2.009 -2.167 -0.614
C 1.879 -0.352 1.362
C -1.035 -4.554 -0.465
C -2.878 0.029 -0.419
C 3.022 0.902 -0.381
C 2.648 2.090 0.264
C -2.763 0.442 -2.925
C 0.572 -0.096 -3.298
C -0.814 -3.089 -0.474
C 1.503 0.832 2.010
C 2.675 -0.322 0.193
C -3.431 0.203 0.852
C -3.345 0.683 -1.557
C 1.924 2.051 1.443
C 0.399 -3.478 2.412
C 0.790 0.802 3.326
C 2.415 -3.167 -2.271
C 2.633 -4.444 1.833
C -4.970 1.778 -0.138
C -4.405 1.571 -1.386
H -1.820 -0.440 2.161
H -0.319 -4.301 2.412
H 1.442 -3.357 -2.725
H 4.357 -4.588 -1.071
H 1.522 0.946 4.125
H 0.065 1.611 3.419
H 3.630 0.939 -1.276
H -1.262 1.897 1.400
H -0.098 -5.102 -0.464
H -2.192 2.710 0.110
H 0.798 -3.420 3.423
H 2.637 -2.099 -2.396
H 3.065 -1.255 -0.208
H -4.946 1.249 1.941
H 2.695 -4.779 2.861
H -3.483 0.711 -3.696
H 4.511 -5.310 1.282
H -0.160 -2.558 2.218
H -3.377 -3.270 -1.767
H -3.371 -0.186 2.962
H 1.671 -1.305 1.833
H -1.617 -4.846 0.414
H -0.643 3.421 0.693
H 1.690 2.977 1.956
H -3.115 -1.619 1.984
H -5.803 2.460 -0.031
H 3.164 -3.699 -2.854
H -1.628 -4.840 -1.336
H -3.544 -3.522 -0.045
H -2.482 -0.599 -3.091
H -0.318 2.269 -1.289
H 2.960 3.041 -0.149
H 0.299 -0.153 3.504
H -1.883 1.071 -3.106
H -4.806 2.084 -2.251
H -4.139 -2.007 -0.775

76
Properties=species:S:1:pos:R:3 method="wB97M-V/def2-TZVPD" homo_lumo_gap_ev="7.8 / 6.8" total_charge=+1 multiplicity=2
Cu -0.118 -0.119 -0.674
S 1.117 0.119 -2.587
P -0.536 2.087 1.800
O 1.696 -0.475 0.284
O -0.969 -2.183 -1.119
O -0.596 -1.170 1.323
N -1.052 -1.064 -3.762
N -2.172 -3.941 -0.360
N 2.943 -1.058 2.064
N 0.104 0.181 -5.093
C 1.120 1.095 -5.575
C -2.176 3.552 0.047
C -2.099 -4.634 -1.641
C -1.615 -2.133 1.184
C -2.818 3.831 -1.146
C 1.573 3.059 0.129
C -1.339 1.454 -0.860
C 0.034 -0.268 -3.822
C -2.463 5.352 4.442
C -1.559 -2.766 -0.201
C 2.874 3.502 -0.076
C -2.994 -4.562 0.673
C 3.123 -1.672 3.367
C -1.687 -1.098 -4.988
C -0.963 -0.320 -5.817
C 2.048 2.816 2.472
C -1.250 5.634 3.833
C -3.060 4.114 4.252
C -0.627 4.685 3.034
C 1.143 2.729 1.411
C 1.786 -0.976 1.410
C -1.212 3.436 2.847
C -2.721 2.944 -2.200
C 0.535 -1.534 2.088
C 3.755 3.621 0.988
C -1.980 1.780 -2.053
C -2.432 3.161 3.467
C -1.428 2.381 0.208
C 3.341 3.272 2.267
C 4.155 -0.505 1.470
H 3.825 -2.504 3.287
H -2.944 6.096 5.065
H -1.565 -2.889 1.969
H 1.723 2.549 3.473
H -3.217 3.155 -3.139
H 0.987 2.076 -5.119
H -2.393 -5.107 1.404
H 4.760 3.986 0.822
H 3.197 3.766 -1.075
H 1.034 1.180 -6.654
H -1.929 1.112 -2.904
H 4.581 0.236 2.146
H 4.026 3.367 3.101
H 0.308 4.924 2.546
H 4.883 -1.301 1.302
H -2.564 -1.597 1.282
H -2.895 2.193 3.309
H -1.297 -4.212 -2.237
H -2.248 4.262 0.858
H -3.661 -5.273 0.192
H -0.784 6.602 3.971
H -3.042 -4.542 -2.184
H -2.595 -1.644 -5.163
H -1.107 -0.080 -6.855
H -3.375 4.753 -1.253
H 3.536 -0.939 4.062
H -1.302 -1.561 -2.916
H 3.904 -0.030 0.528
H 2.188 -2.041 3.776
H 2.107 0.723 -5.307
H -3.610 -3.829 1.191
H 0.427 -1.095 3.083
H 0.630 -2.620 2.169
H -1.895 -5.689 -1.464
H -4.011 3.888 4.717
H 0.897 2.978 -0.712

78
Properties=species:S:1:pos:R:3 method="wB97M-V/def2-TZVPD" homo_lumo_gap_ev="4.4 / 7.4" total_charge=-1 multiplicity=3
Ti 0.040 -0.297 0.053
Si 0.024 -1.299 3.390
Si -2.790 -1.780 -1.152
F 1.343 -0.162 -1.940
O 3.982 -0.576 1.023
O 2.492 1.739 2.353
N 0.259 1.684 -0.417
N -1.241 -1.082 -1.474
N 1.774 0.131 0.815
N 0.935 -2.080 -0.065
N -0.560 -0.510 1.969
N -1.827 0.884 0.747
C 0.460 -3.300 -0.400
C 2.800 -0.751 0.725
C -0.660 -1.974 -5.035
C 1.276 -0.330 4.467
C -1.289 -1.841 -3.818
C 0.984 2.285 0.594
C -0.176 2.475 -1.403
C -1.526 -1.786 4.438
C -1.309 0.597 1.972
C -1.615 1.412 3.083
C 2.647 -4.287 -0.548
C 0.858 -2.959 2.941
C -0.005 3.837 -1.422
C 0.640 -1.532 -5.231
C -3.287 2.131 -0.746
C -2.899 -3.689 -1.506
C 1.128 3.675 0.672
C -4.246 -1.093 -2.234
C 1.288 -0.927 -4.166
C 2.299 -2.007 0.134
C -2.695 1.885 0.613
C 3.149 -3.077 -0.119
C 0.634 4.471 -0.328
C -3.310 -1.670 0.678
C -0.672 -1.243 -2.690
C 1.823 1.385 1.377
C -3.080 2.679 1.681
C -2.504 2.448 2.930
C 0.638 -0.793 -2.963
C 1.245 -4.396 -0.649
H -3.809 3.465 1.544
H -2.159 -2.472 3.880
H -2.442 -1.779 1.325
H 0.773 5.543 -0.320
H 1.691 4.075 1.503
H -2.117 -4.030 -2.180
H 2.301 -0.561 -4.245
H -4.371 2.011 -0.711
H -3.785 -0.722 0.907
H -1.250 -2.273 5.368
H -4.014 -2.464 0.915
H -0.350 4.420 -2.264
H -2.295 -2.210 -3.716
H 4.204 -2.922 0.045
H 1.865 -2.790 2.571
H 0.309 -3.517 2.185
H -0.617 -3.380 -0.450
H -2.869 1.421 -1.452
H 0.793 -5.343 -0.903
H -2.128 -0.916 4.681
H 0.806 0.410 5.107
H 1.980 0.202 3.832
H 1.130 -1.641 -6.185
H -3.062 3.147 -1.072
H -2.810 -4.265 -0.587
H 3.290 -5.122 -0.775
H -2.754 3.080 3.772
H -4.385 -1.687 -3.133
H 1.849 -1.001 5.100
H -4.090 -0.067 -2.552
H -0.685 1.978 -2.228
H 0.926 -3.574 3.836
H -5.180 -1.132 -1.680
H -1.194 -2.436 -5.853
H -1.136 1.213 4.025
H -3.855 -3.950 -1.954

77
Properties=species:S:1:pos:R:3 method="wB97M-V/def2-TZVPD" homo_lumo_gap_ev="7.5 / 7.6" total_charge=+1 multiplicity=3 relative_energy_kcal_mol=0.0
Tm 0.780 0.471 -0.037
S -1.175 2.217 -0.645
S 2.311 1.880 1.654
Si 1.634 -0.304 -3.482
O 1.256 0.129 -1.933
N 1.304 4.180 0.792
N -1.225 -0.427 0.786
N -2.448 0.193 0.739
N -3.617 2.076 0.351
N 1.148 -1.674 1.013
N 0.171 3.225 2.575
C 4.316 0.346 -3.058
C -2.001 0.651 -6.250
C -2.449 1.398 0.226
C -0.701 4.235 2.511
C 3.142 0.717 -3.972
C 2.467 -3.522 1.735
C 2.798 2.201 -3.774
C 0.082 -3.703 1.643
C -0.595 5.258 1.563
C 2.814 -4.192 -4.511
C 0.027 -2.397 1.185
C -1.664 1.507 -5.210
C -0.585 1.210 -4.392
C -1.263 -0.504 -6.461
C -1.815 4.199 3.502
C 2.597 -2.821 -4.547
C 1.972 -2.152 -3.487
C 1.771 -4.301 -2.355
C 1.154 3.175 1.698
C 3.545 0.513 -5.436
C -2.549 -2.473 0.868
C 0.695 6.198 -0.416
C -1.269 -1.710 0.919
C 2.404 -4.935 -3.413
C 1.319 -4.268 1.925
C 1.563 -2.928 -2.399
C 0.179 0.053 -4.589
C -0.187 -0.801 -5.633
C 2.332 -2.225 1.273
C 0.450 5.218 0.680
H -2.842 0.881 -6.892
H 3.952 -0.483 -5.615
H 3.449 -3.926 1.935
H 1.435 -4.876 -1.500
H 5.190 0.962 -3.294
H -0.345 1.882 -3.576
H 2.573 -6.004 -3.386
H 2.919 -2.273 -5.424
H -0.825 -4.269 1.789
H 3.205 -1.606 1.102
H 4.606 -0.701 -3.176
H -4.413 1.558 0.686
H 4.077 0.512 -2.003
H 2.459 2.410 -2.754
H 2.706 0.670 -6.118
H -3.783 2.856 -0.260
H -1.527 -1.177 -7.267
H -1.404 4.078 4.504
H -2.432 3.322 3.297
H 4.329 1.228 -5.710
H 3.303 -4.683 -5.343
H 1.749 6.471 -0.473
H 2.093 4.106 0.161
H 0.106 7.097 -0.263
H -3.181 -2.055 0.087
H 1.058 -2.452 -1.567
H -2.382 -3.528 0.674
H 2.018 2.531 -4.464
H -1.313 6.062 1.521
H -2.433 5.093 3.460
H 0.405 5.751 -1.369
H -2.245 2.405 -5.038
H 0.369 -1.716 -5.803
H 1.379 -5.284 2.291
H -3.100 -2.363 1.805
H 3.686 2.815 -3.961

Number 1: E_tot -43898.4298 eV. Number 2: E_tot -244028.4113 eV. Number 3: E_tot -79642.4995 eV. Number 4: E_tot -108556.1261 eV. Number 5: E_tot -86325.6910 eV. Number 6: E_tot -101762.1957 eV.